Here is 16 unconnected molecules or ions with the total composition C52H74N18O5 at a distorted geometry from OMol25. Energies are from ωB97M-V with the def2-TZVPD basis set.

XYZ file:
```
149
Properties=species:S:1:pos:R:3:forces:R:3
C 1.73269 -2.26797 1.52878 0.3 -0.1 -0.3
C 2.13587 -0.99748 0.73344 -1.6 0.4 0.2
C 0.83767 -0.12641 0.53221 1.2 -0.2 0.0
O 0.57825 0.00345 -0.87352 -0.3 0.2 -0.2
C -0.78901 0.21230 -1.16419 0.0 -0.7 0.9
C -1.10245 1.35469 -2.18583 -1.3 0.7 0.7
C -1.87475 2.42402 -1.40037 1.6 -1.9 -1.6
N -2.51396 3.19519 -0.86672 -0.8 1.3 0.9
C -2.13856 0.78617 -3.22290 -0.1 -0.8 0.1
C -3.56802 0.69910 -2.67179 -1.1 0.4 -0.8
C -3.94305 0.17463 -1.43601 0.1 0.0 0.3
C -5.28201 0.14627 -1.01156 0.1 0.0 0.0
C -6.30537 0.60570 -1.82814 1.0 0.1 -0.4
C -5.95495 1.10385 -3.10502 -1.1 -0.1 0.0
C -7.13103 1.56235 -3.98837 0.1 -0.2 1.0
C -4.62214 1.16638 -3.50802 0.3 -0.3 0.4
C 0.13345 2.09626 -2.79310 -0.2 1.4 -0.6
C 0.80077 2.88297 -1.67003 -0.9 -2.6 -1.9
N 1.34657 3.32517 -0.77910 0.9 1.0 1.3
C -0.32227 3.20681 -3.82721 0.4 0.0 0.1
C 0.83300 4.18945 -4.23879 -1.0 0.4 -0.8
C 0.51492 5.68658 -3.92244 1.0 0.3 0.2
C 0.67002 6.04789 -2.43339 0.4 -1.2 -0.2
O 0.88376 7.45403 -2.21287 0.0 -0.6 0.5
C 1.07037 7.58300 -0.85157 0.6 -0.2 -0.2
O 0.27961 8.09825 -0.15278 -1.0 0.9 0.7
C 1.17934 1.22030 -3.55881 1.1 0.4 0.6
O 0.82153 -0.14906 -3.78344 -0.1 0.6 0.4
N 1.24145 -0.49165 -5.05938 0.3 -0.8 0.2
O 1.47884 -1.64122 -5.09827 -0.3 0.2 -0.4
H 1.10202 -2.04127 2.40305 0.5 0.1 -0.2
H 1.13329 -2.94495 0.88508 0.4 0.3 0.2
H 2.63613 -2.80158 1.85795 -0.4 0.0 -0.1
H 2.85901 -0.36051 1.26838 0.0 -0.6 -0.2
H 2.48680 -1.27681 -0.27302 0.2 0.2 0.5
H 0.02070 -0.66145 1.04547 0.0 0.5 -0.3
H 0.97922 0.89718 0.93291 -0.3 -0.5 0.1
H -1.21667 -0.75124 -1.51513 0.2 0.6 -0.2
H -1.31316 0.42049 -0.20960 0.2 0.1 -0.6
H -2.16999 1.31842 -4.18367 0.1 0.1 0.5
H -1.81482 -0.24632 -3.46297 0.0 0.5 0.0
H -3.18970 -0.20232 -0.74044 -0.4 0.1 -0.3
H -5.51491 -0.24617 -0.01748 0.1 0.1 -0.3
H -7.34973 0.57685 -1.49641 0.4 0.0 -0.3
H -8.04390 1.04273 -3.59887 0.9 0.5 -0.7
H -6.96875 1.34254 -5.05366 -0.1 0.2 0.3
H -7.29683 2.63764 -3.79042 0.1 -0.4 -0.4
H -4.39220 1.56380 -4.50682 -0.1 -0.1 0.4
H -1.15286 3.82425 -3.44788 0.2 -0.5 0.1
H -0.66757 2.68026 -4.73100 0.0 0.2 0.4
H 0.88149 4.15154 -5.34597 0.2 -0.1 0.5
H 1.83536 3.89529 -3.88507 -0.4 0.2 0.1
H 1.26883 6.28156 -4.47643 -0.4 -0.1 0.2
H -0.47866 5.98785 -4.29173 0.3 -0.3 0.1
H 1.55128 5.50113 -2.03371 -0.4 0.3 -0.2
H -0.19627 5.67676 -1.84875 0.2 0.4 -0.2
H 1.98470 7.16119 -0.37230 0.0 -0.1 -0.9
H 1.45202 1.62842 -4.55163 -0.5 0.1 0.5
H 2.12120 1.24060 -2.97636 -0.5 -0.3 -0.2
C 4.48746 -3.16333 4.54908 -0.3 0.3 -0.2
C 3.49307 -2.08594 4.47144 1.0 -1.0 0.1
N 2.73122 -1.24011 4.41000 -0.7 0.8 0.0
H 4.61560 -3.61540 3.56517 0.1 0.1 0.0
H 5.44217 -2.76506 4.88559 0.0 0.0 -0.1
H 4.16217 -3.92673 5.24721 0.0 0.1 0.0
C 7.47710 -4.45440 7.35290 0.2 0.4 -0.7
C 7.67895 -3.80901 6.03268 -0.2 -0.7 1.5
N 7.83459 -3.31371 5.01627 0.1 0.4 -0.8
H 6.41853 -4.62081 7.53501 0.0 0.0 -0.1
H 7.99152 -5.41000 7.37607 0.0 0.0 0.0
H 7.87870 -3.81428 8.13688 0.0 0.0 0.0
C 2.53624 -6.99231 5.78910 0.2 0.2 0.1
C 3.42988 -6.03663 6.45703 -0.9 -1.0 -0.6
N 4.12247 -5.29510 6.97515 0.6 0.5 0.6
H 2.35329 -6.67192 4.76463 0.0 0.0 0.0
H 2.99439 -7.97970 5.77758 0.0 0.0 0.0
H 1.58790 -7.04439 6.32096 0.0 0.0 0.0
C 6.64235 0.50499 4.23408 0.1 -0.1 0.2
C 7.21343 0.55190 5.58641 -0.6 0.0 -1.4
N 7.65646 0.59918 6.63401 0.4 0.0 1.1
H 7.27196 -0.10349 3.58583 0.0 -0.1 0.1
H 5.64288 0.07186 4.26636 0.0 0.0 0.0
H 6.58023 1.51245 3.82818 0.0 0.0 0.1
C 4.78814 4.50318 -0.36615 0.2 -0.2 -0.1
C 6.05504 3.80362 -0.62106 -1.2 0.7 0.2
N 7.03647 3.26173 -0.82366 1.0 -0.5 -0.1
H 3.95478 3.80701 -0.45404 0.0 0.0 0.0
H 4.79429 4.92634 0.63689 0.0 0.0 0.0
H 4.65851 5.30585 -1.09071 0.0 0.0 0.0
C 3.06205 -3.90038 -2.64307 0.1 0.0 0.3
C 3.64550 -3.87242 -1.29417 -0.6 0.0 -1.3
N 4.09752 -3.85070 -0.24928 0.5 0.0 1.0
H 3.68564 -4.50147 -3.30256 0.0 0.0 0.0
H 2.06358 -4.33214 -2.60445 0.0 0.0 0.0
H 2.99644 -2.88810 -3.03854 0.0 0.0 0.0
C 4.76652 -7.67044 10.41430 0.2 0.1 -0.2
C 5.91583 -7.17990 9.64220 -1.2 -0.5 0.8
N 6.80557 -6.79679 9.04430 0.8 0.2 -0.4
H 3.87988 -7.69058 9.78308 0.0 0.0 0.0
H 4.96853 -8.67607 10.77867 0.0 0.0 0.0
H 4.58472 -7.01345 11.26280 0.0 0.0 0.0
C -11.23439 0.43794 -5.02297 0.1 0.0 0.3
C -10.60580 0.46788 -3.69682 -0.6 0.0 -1.1
N -10.11700 0.49182 -2.66733 0.3 0.0 1.0
H -10.65605 -0.19761 -5.68903 0.0 0.0 0.0
H -12.24690 0.04510 -4.94205 0.0 0.0 0.0
H -11.27405 1.44549 -5.43444 0.0 0.0 0.0
C 7.95744 1.53481 9.91770 0.2 0.0 0.3
C 8.52945 1.59635 11.27168 -0.6 0.0 -1.3
N 8.97203 1.64352 12.32052 0.4 0.0 1.0
H 8.58719 0.92368 9.27509 -0.1 0.0 0.0
H 6.96141 1.09838 9.95623 0.0 0.0 0.0
H 7.89047 2.53663 9.49819 0.0 0.0 0.0
C -7.96954 -3.28166 -1.54951 0.2 0.1 -0.1
C -6.79718 -2.89571 -2.34570 -1.1 -0.3 0.7
N -5.89012 -2.58681 -2.96205 0.8 0.2 -0.6
H -8.86307 -3.25339 -2.17099 0.0 0.0 0.0
H -7.83646 -4.28964 -1.16046 0.0 0.0 0.0
H -8.09292 -2.59089 -0.71680 0.0 0.0 0.0
C 9.42663 2.55829 2.28212 -0.1 0.2 0.2
C 8.81961 3.03911 3.53100 0.7 -0.4 -1.3
N 8.35314 3.40825 4.50224 -0.5 0.4 0.9
H 9.03204 1.57528 2.03067 0.0 0.0 0.0
H 9.20040 3.24930 1.47165 0.0 0.0 0.0
H 10.50651 2.48911 2.40090 0.0 0.0 0.0
C -8.45502 2.29407 1.06517 0.2 -0.2 0.3
C -7.54893 1.44325 1.85061 -0.9 0.8 -0.8
N -6.84153 0.77998 2.44857 0.6 -0.7 0.6
H -8.98894 1.69385 0.32958 0.0 0.0 0.0
H -9.17691 2.76683 1.73052 0.0 0.0 0.0
H -7.89055 3.06580 0.54707 0.1 -0.1 0.0
C 0.15771 -3.08844 -7.91002 -0.2 0.1 -0.1
C -1.13000 -2.57025 -8.38267 1.5 -0.6 0.6
N -2.12882 -2.18152 -8.75908 -1.3 0.5 -0.4
H 0.02316 -3.62878 -6.97475 0.0 0.0 0.0
H 0.57403 -3.76410 -8.65498 0.0 0.0 0.0
H 0.85183 -2.26616 -7.74799 0.0 0.0 0.0
C -10.15204 5.73091 -0.39945 0.2 -0.2 -0.1
C -9.15018 4.90604 -1.08928 -0.9 0.8 0.5
N -8.37471 4.27638 -1.63782 0.7 -0.6 -0.5
H -10.09143 5.56494 0.67500 0.0 0.0 0.0
H -9.96991 6.78354 -0.60792 0.0 0.0 0.0
H -11.14962 5.46597 -0.74535 0.0 0.0 0.0
C -5.35801 -3.61711 -8.24340 -0.1 0.1 -0.1
C -6.64685 -3.11933 -8.72802 1.4 -0.6 0.6
N -7.64717 -2.73494 -9.10566 -1.3 0.5 -0.5
H -5.49881 -4.16168 -7.31461 0.0 0.0 0.1
H -4.91722 -4.28165 -8.98505 0.0 0.1 0.0
H -4.68109 -2.78318 -8.06675 0.0 0.0 -0.1
```
Forces are in eV/Å.

The value obtained for the HOMO-LUMO gap is 7.9 eV. Its multiplicity is 1. As for the HOMO energy: -0.316 Ha.